Entry from OMol25: C33H40IrN2O7P2S as an isolated structure at a distorted geometry (ωB97M-V/def2-TZVPD).

Structure (XYZ):
```
86
Properties=species:S:1:pos:R:3:lowdin_charge:R:1
Ir 0.440 -0.308 0.449 1.31
O 0.705 2.741 2.869 0.13
C 0.216 2.252 1.886 -0.53
O 0.995 1.382 1.188 -0.30
C -1.144 2.613 1.402 -0.15
C -1.774 3.622 2.131 0.01
C -3.002 4.123 1.734 -0.02
C -3.608 3.631 0.585 -0.02
C -2.989 2.630 -0.147 -0.07
C -1.769 2.095 0.264 -0.27
P -1.002 0.899 -0.854 1.02
C -0.348 1.978 -2.137 -0.36
C 0.734 2.801 -1.816 -0.10
C 1.211 3.706 -2.748 -0.04
C 0.604 3.803 -3.997 -0.03
C -0.490 3.010 -4.303 -0.04
C -0.976 2.098 -3.374 -0.07
C -2.266 -0.176 -1.530 -0.35
C -3.442 -0.428 -0.819 -0.09
C -4.355 -1.353 -1.302 -0.04
C -4.096 -2.035 -2.482 -0.03
C -2.923 -1.798 -3.186 -0.03
C -2.006 -0.875 -2.712 -0.09
H -1.269 4.017 3.002 0.13
H -3.473 4.909 2.308 0.12
H -4.556 4.031 0.252 0.12
H -3.463 2.261 -1.049 0.12
H 1.201 2.740 -0.840 0.10
H 2.047 4.346 -2.500 0.12
H 0.978 4.511 -4.724 0.12
H -0.976 3.101 -5.265 0.12
H -1.840 1.498 -3.621 0.11
H -3.649 0.101 0.103 0.11
H -5.270 -1.542 -0.756 0.12
H -4.811 -2.758 -2.853 0.13
H -2.721 -2.335 -4.102 0.12
H -1.090 -0.703 -3.260 0.10
C -1.536 0.105 3.818 0.04
C -1.798 -0.922 2.784 -0.28
N -1.159 -1.083 1.626 0.01
C -1.695 -2.194 1.015 -0.14
C -2.696 -2.691 1.785 -0.05
N -2.744 -1.871 2.881 0.22
C -3.671 -3.816 1.674 -0.47
O -3.579 -4.590 0.614 0.17
O -4.495 -3.938 2.538 0.15
C -1.013 -2.717 -0.187 -0.51
O -1.405 -3.685 -0.794 0.14
O 0.096 -2.059 -0.485 -0.23
H -0.544 0.529 3.687 0.06
H -1.590 -0.332 4.815 0.11
H -2.274 0.906 3.772 0.10
H -3.410 -2.016 3.631 0.19
H -2.821 -4.357 0.028 0.09
C 2.887 -2.426 3.940 -0.21
S 2.857 -0.955 2.938 0.92
C 2.499 0.239 4.207 -0.21
O 1.551 -1.104 2.148 -0.67
H 3.695 -2.323 4.665 0.08
H 3.081 -3.277 3.292 0.06
H 1.926 -2.535 4.441 0.07
H 3.402 0.356 4.806 0.08
H 1.670 -0.107 4.824 0.07
H 2.240 1.181 3.724 0.04
C 2.882 -0.452 -3.843 -0.10
C 1.742 -0.384 -2.820 -0.36
P 2.268 -0.466 -1.079 0.92
C 3.629 0.745 -0.946 -0.34
C 4.182 1.053 0.443 -0.12
C 3.013 -2.135 -1.081 -0.35
C 3.511 -2.813 0.183 -0.12
H 2.458 -0.469 -4.846 0.09
H 3.496 -1.344 -3.740 0.07
H 3.526 0.424 -3.777 0.08
H 1.044 -1.215 -2.953 0.08
H 1.196 0.541 -2.971 0.05
H 3.271 1.648 -1.445 0.08
H 4.428 0.345 -1.577 0.10
H 3.402 1.360 1.131 0.04
H 4.909 1.862 0.371 0.09
H 4.703 0.189 0.856 0.06
H 3.847 -2.014 -1.778 0.09
H 2.274 -2.767 -1.575 0.09
H 4.273 -2.226 0.694 0.06
H 3.962 -3.767 -0.090 0.09
H 2.685 -3.018 0.860 0.05
```

Total charge ... +2
HOMO (alpha / beta) ... -14.70 / -14.69 eV
Multiplicity ... 2
Energy relative to the best compared isomer or geometry (same formula, charge and spin) ... 0.0 kcal per mole
HOMO-LUMO gap (alpha / beta) ... 8.54 / 6.25 eV